(1)
A structure of composition C44H42Cl2CsIN8O6. Source: OMol25; level of theory: ωB97M-V/def2-TZVPD.

The value obtained for the HOMO energy is -0.7550 eV. For the total energy, the calculation gives -104214.2641 eV. As for the net charge: -2. As for the energy above the lowest of the compared OMol25 structures with the same formula, charge and spin: 0.0 kcal per mole. Its multiplicity is 1.

Cartesian coordinates (Å):
C: 3.7908 -2.7445 0.1751
C: -1.7930 -4.2996 -3.0216
C: 3.9647 7.9363 5.5758
C: -5.0098 -2.9157 3.4374
N: 1.6277 -0.0394 0.0076
H: -2.8593 -5.1870 4.0272
H: -0.9995 0.2171 -7.2693
C: 2.7127 -4.0345 -1.3651
O: 0.8070 0.8344 -3.6429
H: -2.3967 3.1902 -5.3375
C: 1.6725 0.7854 1.0614
H: 4.4009 -1.9685 0.6251
H: 3.4871 1.7199 -2.1478
O: -1.9918 -3.8913 1.9616
H: 3.5788 3.2947 -0.1905
C: 2.9968 1.4917 -1.2110
H: 2.8609 7.2519 7.2967
C: -1.4906 0.0304 -6.3007
Cl: -1.2903 1.6127 -0.7608
N: 2.9578 4.0323 2.4452
I: -3.3114 -9.6125 -6.2781
N: 1.8666 3.3985 4.2701
H: -3.1505 1.2964 -6.8320
H: -3.7840 -5.7362 2.6395
C: 3.0196 -3.6960 0.8698
H: 2.0990 5.2114 6.2323
C: -0.3694 -0.4996 4.5057
C: 4.0921 9.4320 7.4103
H: -3.1328 0.2528 -0.1764
C: 2.3532 2.8143 2.2205
C: 0.1659 -1.3771 -5.1524
H: 1.4988 3.4172 5.2025
H: -3.0731 0.8479 -5.1165
H: -4.2863 -8.2221 -3.6899
H: -1.2004 2.7749 -6.5663
Cl: -2.7832 -0.2165 -2.4831
H: -5.9666 -1.0311 3.3193
C: -0.0984 0.9502 -4.4602
Cs: -0.6023 -2.4136 -0.5076
C: 2.3546 -4.4958 -0.0829
O: -0.8199 -3.6446 -3.4520
O: -2.5078 -4.0632 -2.0270
H: 4.0649 -2.3849 -2.0045
H: -0.9174 -0.8868 5.3545
H: -2.0105 -0.9266 -6.3883
H: 1.6808 -5.3171 0.1317
H: -3.5881 1.6141 -1.2468
C: 3.8938 6.4839 3.6618
C: 3.0818 5.5783 4.3539
C: 3.6042 -2.9542 -1.2042
C: 2.7269 5.8830 5.6596
H: 4.1712 6.2477 2.6437
H: 4.9571 8.3476 3.7308
H: -5.7233 -3.3884 4.1033
C: -3.5048 -7.5663 -4.0510
H: -1.0801 3.9064 -3.5216
H: -0.6853 -5.2464 -5.2989
H: 0.8417 -1.5300 -6.0029
C: 0.9578 0.3611 2.2750
C: 4.3287 7.6447 4.2620
C: 3.0424 2.3549 -0.1459
C: -1.7140 2.4006 -5.6646
C: 3.1599 7.0528 6.2780
C: -2.9510 -3.1510 2.2100
C: 1.6712 2.4043 3.3386
N: -3.9558 -3.6880 3.0536
H: 0.3629 3.9279 -4.5616
H: -3.6803 -6.1334 -2.4429
C: -1.4832 -5.9032 -4.9753
C: -0.3023 -1.2412 3.3186
N: -3.0773 -1.8944 1.7574
C: -2.8148 -7.8699 -5.2145
H: -0.5716 -2.1775 -5.1146
H: 3.0083 9.5294 7.5217
C: -2.8589 0.8365 -1.0548
H: -0.7842 -2.2082 3.2335
H: 2.3519 -4.4300 -2.3068
C: 2.2795 0.2929 -1.0831
C: -2.1627 -5.5702 -3.8109
H: 2.2337 -0.4089 -1.9045
C: 2.6472 4.3541 3.6770
C: -0.2538 3.3012 -3.9023
H: 0.2306 1.3180 5.4601
O: -4.2516 0.0509 1.6563
H: 4.5620 10.3878 7.6284
N: -0.5152 -0.0962 -5.2427
N: 0.3367 -0.8233 2.2475
C: -3.8005 -5.0572 3.4922
N: -0.7783 2.1491 -4.5951
H: 4.4583 8.6811 8.1166
H: -4.6341 -5.3124 4.1477
H: 2.9365 -3.7860 1.9467
C: 0.9523 1.1731 3.4265
C: -5.1358 -1.6496 3.0142
H: 0.3516 2.9631 -3.0673
H: 0.7277 -1.4298 -4.2281
C: -3.1704 -6.4112 -3.3566
H: -1.2675 -7.3069 -6.5944
C: 2.3730 2.0036 1.0338
C: -1.8023 -7.0508 -5.6891
O: 4.4482 9.1108 6.0841
C: -4.1425 -1.1154 2.0728
C: 0.2637 0.7177 4.5563
C: -2.4790 1.1350 -5.9862



(2)
A structure of composition C44H42FN7O4PSTi. Source: OMol25; level of theory: ωB97M-V/def2-TZVPD.

The value obtained for the HOMO energy is -13.1102 eV. For the total energy, the calculation gives -110863.3612 eV. As for the net charge: +3. As for the energy above the lowest of the compared OMol25 structures with the same formula, charge and spin: 0.0 kcal per mole. Its multiplicity is 1.

Cartesian coordinates (Å):
C: 3.0542 -0.5048 -1.0453
H: 4.7668 4.9158 -1.8867
C: 5.0420 2.8091 -0.1142
C: 2.5078 2.9136 -3.4031
H: 3.6089 -1.9245 6.8753
C: -4.3813 -2.0623 -1.9691
C: 6.2047 2.0211 -0.0640
C: 2.5148 1.5043 3.8029
C: 3.2051 -1.6670 -1.7964
H: 2.6414 -2.5746 -1.5272
H: -6.3896 -3.7897 -1.7290
H: -6.5007 -1.1898 -5.9237
N: 1.1522 2.8039 2.4235
C: 3.3991 3.3516 -2.4585
C: 2.9337 -2.5915 4.8273
C: -5.6357 -2.4636 2.0947
C: -1.2296 -0.9775 3.6262
Ti: 0.9587 -0.1818 1.8980
H: -4.9652 -3.5176 3.8458
H: 1.4715 3.7038 2.8561
H: 3.0612 -3.6907 5.0312
O: -1.5956 -1.3567 4.7401
C: 2.7256 2.6088 4.7530
C: -2.0554 -1.4620 2.4866
C: -6.1245 -3.6692 -2.8068
H: -4.3398 -2.0704 -4.8109
C: 0.2730 2.9217 1.4306
H: -0.8606 4.4259 0.5188
N: 2.3924 -0.8017 3.3647
C: 3.8665 5.3229 -3.8139
C: -3.4002 -1.8604 2.7704
H: 8.0522 1.7244 0.9272
H: -5.1330 -0.5960 -4.0858
C: -6.0454 -3.9815 1.9884
C: 2.9211 4.8574 -4.7508
H: 2.1979 -2.8003 2.7598
C: 2.4306 3.5708 -4.6420
H: 2.6510 3.5155 4.2239
H: 4.0633 4.5916 0.5873
C: -6.3885 -1.9721 -5.1755
C: 7.2393 2.4391 0.7611
C: 3.2555 -1.6830 5.8581
C: -2.1166 -1.4553 -1.2484
C: -3.0670 -1.6006 -2.2327
N: -4.2921 -2.1437 1.7806
S: -0.3564 1.6115 0.6075
H: 8.0230 3.9735 2.1322
H: 3.6890 2.4728 5.1617
H: 2.6647 5.4537 -5.6278
H: 3.4211 0.4069 6.3624
H: 1.9644 2.6808 5.5336
C: 4.1167 -1.7400 -2.8240
H: -8.2974 -2.6396 -5.1158
C: -5.2198 -1.6940 -4.2481
P: 3.4877 2.3623 -0.9248
H: -7.7499 -4.3530 -4.0521
C: -5.8807 -3.2802 3.2874
C: -1.5753 -1.4076 1.1770
C: 3.7713 0.6762 -1.4650
C: 7.1965 3.6411 1.5126
F: -2.7041 -1.4763 -3.5802
C: 6.0730 4.4638 1.3320
H: 6.0919 5.4349 1.7697
C: 4.7326 0.5534 -2.4356
C: 2.7252 0.1567 4.2775
N: 1.8365 1.6015 2.6574
N: -7.6518 -2.3324 -4.3837
H: 6.2134 1.0960 -0.5798
C: 2.4969 -2.1481 3.6196
O: 2.2790 -1.5949 0.9162
H: -8.0452 -1.4507 -3.9289
C: -4.7748 -2.1685 -0.5928
H: -6.5628 -1.8971 1.6447
H: -5.3210 -4.7389 1.6788
H: -3.6588 -1.9620 3.8027
H: 0.4311 4.8799 1.7564
C: -2.4854 -1.6562 0.1042
H: -8.3382 -3.4192 -2.6831
C: 4.0074 4.6075 -2.5609
C: -3.8522 -2.0408 0.4263
H: -6.8335 -3.0794 3.7840
H: 1.9890 1.9610 -3.2493
N: -0.0708 4.1791 1.1690
H: 4.4213 6.2637 -3.9766
H: -5.8075 -2.4239 -0.3528
C: -7.5103 -3.5040 -3.4328
H: 5.3481 1.4170 -2.6784
N: -5.2951 -2.4479 -2.9592
H: -7.0413 -4.0696 1.6326
H: -5.5618 -4.6423 -3.1051
O: -0.2614 -0.1419 3.3801
H: 1.8808 3.1423 -5.4936
C: 4.9929 4.0030 0.5924
C: 4.8871 -0.6325 -3.1497
H: -1.0864 -1.1797 -1.4330
C: 2.3344 -0.5755 0.2515
O: -0.3502 -1.2508 0.8854
C: 3.1832 -0.2872 5.5718
H: 4.2963 -2.5966 -3.3900
H: 5.7836 -0.7027 -3.8371
H: -6.1158 -2.9187 -5.7144



(3)
A structure of composition C44H42MoN5O6PS3Te. Source: OMol25; level of theory: ωB97M-V/def2-TZVPD.

The value obtained for the HOMO energy (spin up / spin down) is -6.0522 / -6.0892 eV. For the total energy, the calculation gives -116989.0414 eV. As for the energy above the lowest of the compared OMol25 structures with the same formula, charge and spin: 26.8 kcal per mole. Its multiplicity is 1.

Cartesian coordinates (Å):
H: 2.4648 -1.0764 -6.3401
H: -1.7447 0.1856 7.0855
H: 2.6784 -1.2500 -4.5788
H: -4.8185 -5.8421 -0.1048
H: -0.2472 1.2964 8.5366
C: -1.5852 -4.8214 -0.0483
S: -2.9780 -1.2165 -0.7057
C: -0.9618 0.0390 6.3535
N: 1.4824 0.5815 0.5200
S: -1.0315 2.0955 1.6604
C: -3.1158 -2.9690 -0.4073
N: -1.3594 -1.2562 -1.0393
H: -0.5474 6.1469 -1.6254
H: 6.8016 2.0151 2.6863
C: 2.1336 -0.5573 3.4914
C: -2.6809 4.4472 1.8289
Mo: 0.0431 -0.4150 0.0680
H: 2.3246 0.5749 5.9079
C: 4.9510 1.9716 1.6154
H: 0.1091 -0.7347 -5.9353
C: 5.1870 0.1928 -3.0997
H: -4.0180 6.1103 1.6656
C: -1.2785 -0.5565 5.1403
C: -0.2732 -0.7426 4.1897
C: -1.6821 0.6132 -4.9674
O: 0.2708 2.6841 1.8599
H: 5.4080 1.6310 0.6967
H: 4.9458 -1.7136 -2.1505
H: 5.7813 -0.2013 -3.9117
H: -1.9779 -0.2357 -5.5908
C: 0.6566 1.0934 7.9670
H: 3.3409 3.2148 4.8877
C: 4.0998 2.0502 -2.0376
C: 1.0334 -0.3476 4.4811
C: 5.1626 2.6224 3.9188
C: -3.6490 5.2155 1.1888
C: 4.8843 1.5445 -3.0593
O: 0.4299 -2.4922 -0.4194
H: -1.1699 1.3556 -5.5887
H: 0.6884 2.0550 -1.8352
H: -4.0794 3.3752 -1.6406
H: -3.0138 -0.5788 3.9140
H: -0.5753 -5.1907 0.0524
C: 3.9331 -0.1603 -1.0873
H: 5.2517 2.2050 -3.8314
H: 1.1909 2.0311 7.8186
C: 2.0143 -1.4445 -5.4186
C: -3.6844 3.6915 -0.6884
O: -3.1384 -0.4799 0.5236
C: 3.6196 1.1946 -1.0562
C: 0.7676 3.0478 -1.4064
N: -0.8458 0.2170 -3.8629
C: -1.9810 1.7722 -0.6044
H: 3.8463 3.1016 -1.9999
C: 3.5777 2.1905 1.6775
C: 4.7167 -0.6588 -2.1114
H: -3.3527 -0.6095 5.6599
H: -2.5318 -6.7126 0.1683
C: 3.8000 2.8670 3.9743
C: -4.1515 4.8257 -0.0482
C: 5.7368 2.1902 2.7348
C: 3.0094 2.6550 2.8595
H: 1.2954 0.4284 8.5491
C: 1.0489 5.5756 -0.3151
H: 1.1566 6.5666 0.1006
C: -4.2034 -3.7994 -0.3298
H: 1.9460 2.8247 2.8957
H: 3.1044 -0.3031 3.9124
C: -1.8018 -3.4532 -0.2840
C: -0.0317 4.0824 -1.8544
H: -4.9170 5.4285 -0.5147
C: 0.3258 0.4567 6.6492
C: -2.6920 -0.9760 4.8774
C: 1.3127 0.2566 5.6972
H: 2.1465 -1.5979 3.1564
H: -2.5784 1.0557 -4.5447
Te: -0.7541 -1.6569 2.2943
H: -2.7620 -2.0640 4.8352
C: -0.8411 -2.4269 -0.5625
H: 2.5755 4.7219 0.9216
S: 1.3471 -0.5138 -2.6133
H: 1.8648 -2.5242 -5.5099
C: 0.0941 5.3435 -1.2929
C: 0.3431 -0.3655 -3.9622
H: -1.2019 0.4533 -2.9312
H: 3.5225 -0.8142 -0.3242
C: 1.8440 4.5406 0.1469
C: -2.6822 -5.6538 0.0153
C: -2.2276 3.3215 1.1896
O: -3.7895 -0.8313 -1.8174
N: 0.7770 -0.7478 -5.1795
C: -3.9810 -5.1620 -0.1323
P: 2.5040 1.7696 0.2611
H: 5.7782 2.7733 4.7932
H: 1.9487 0.0732 2.6192
O: -1.5055 1.2866 2.7376
H: -2.2920 4.7095 2.7991
C: 1.6904 3.2682 -0.3884
O: -2.1481 1.3323 -1.7474
H: -5.1998 -3.3961 -0.4275
N: -1.0437 1.2916 0.2318
H: -0.7622 3.8990 -2.6284
C: -2.6930 2.9395 -0.0629



(4)
A structure of composition C44H43Cl2N5O2P2STa. Source: OMol25; level of theory: ωB97M-V/def2-TZVPD.

The value obtained for the HOMO energy is -14.7239 eV. For the total energy, the calculation gives -113859.2646 eV. As for the net charge: +3. As for the energy above the lowest of the compared OMol25 structures with the same formula, charge and spin: 4.8 kcal per mole. Its multiplicity is 1.

Cartesian coordinates (Å):
H: -2.2792 -0.0848 6.1970
H: -5.6042 1.5210 -4.2243
C: 1.0613 4.3835 1.4391
H: -4.5506 3.4911 -3.1453
C: 3.7882 -2.2580 -4.2254
C: -3.9921 2.5716 -3.2693
H: -1.3068 4.5938 0.3347
H: -2.0119 0.3486 0.3101
H: -1.1449 -3.9498 3.3701
H: -4.2630 -0.5460 -4.5136
Cl: 4.5744 0.0314 4.6619
H: 3.7474 -0.0140 -1.0819
Ta: 1.1817 -0.1149 0.9962
C: 3.2827 -0.5398 2.4126
C: -2.5150 0.2632 -3.5903
C: -1.9250 1.3671 -2.9873
H: 3.9282 6.1804 1.3430
C: 4.9594 -1.6757 -3.7590
C: -1.5960 -3.1318 2.8070
H: -3.3671 1.9896 5.1342
C: -3.7331 1.5845 0.5439
H: 0.1157 4.3543 1.9617
C: -0.9674 0.7288 3.2561
C: 1.3508 3.4487 0.4403
C: -2.0550 -4.2872 -1.5561
C: 3.5199 4.4680 0.1219
C: -1.9727 3.7438 0.4194
H: -1.8165 -0.9333 -1.2080
N: -0.5619 1.3043 -2.5382
H: -1.3573 2.3866 4.2943
P: 0.9823 -0.8490 -1.6616
H: 5.8888 -1.8368 -4.2898
H: 4.4733 4.5025 -0.3879
H: -2.3069 -3.5681 2.0967
C: 0.3476 0.3019 -2.9636
C: -1.4936 -1.9590 -1.3498
C: -3.8325 0.3230 -4.0323
H: -1.9716 -0.6614 -3.7359
H: 3.3581 -2.2559 -0.0572
H: 1.8813 -6.1610 0.8775
N: 1.4750 -2.3414 0.8092
C: -4.5831 1.4742 -3.8720
N: -0.4455 -1.0952 2.0683
C: 2.7881 -4.2815 0.3843
C: -2.3702 1.3660 0.3991
C: -2.6748 2.5248 -2.8295
O: 3.1913 0.0594 1.2101
H: -2.2645 3.4151 -2.3762
C: 0.5199 -3.1178 1.3576
O: 2.2050 -0.9455 2.8452
P: 0.2265 2.1541 -0.1024
C: -0.5474 -2.3923 2.0626
H: -4.4184 0.7467 0.5753
N: -1.7191 1.4812 4.0429
C: -0.7303 -4.5801 -1.8544
C: -4.2113 2.8836 0.6392
C: 0.1220 2.4010 -1.9174
C: -2.4381 -2.9756 -1.3023
H: 1.6839 -2.4955 -3.9454
C: -3.3321 3.9609 0.5795
H: -0.0597 -0.3386 -3.7453
H: 3.8010 -2.8627 -5.1230
C: 4.6299 -0.6672 3.0679
H: 1.2474 -3.8165 -2.1247
H: -2.7934 -5.0791 -1.5412
H: 1.7554 6.0961 2.5162
C: 0.2212 -3.5684 -1.8919
H: 3.7198 -4.6961 0.0239
C: -3.0737 -0.1168 5.4506
H: -4.0252 -0.1449 5.9808
C: 2.5704 -1.2750 -2.3918
H: 2.8460 2.7683 -0.9767
C: -0.1599 -2.2497 -1.6494
H: -3.4749 -2.7386 -1.0975
N: -1.3745 -0.4431 2.8701
C: -3.0541 1.1175 4.5643
H: -3.7301 1.0169 3.7149
H: -0.4060 3.3478 -2.0201
H: -5.2737 3.0611 0.7481
H: -0.1736 -5.0875 1.7833
Cl: 5.0403 -2.3817 3.0356
H: -2.9827 -1.0379 4.8760
H: 1.2613 0.7505 -3.3699
C: -1.4858 2.4365 0.3425
H: 5.3685 -0.1361 2.4762
C: 2.5919 -2.0573 -3.5508
C: 2.6002 -2.9081 0.3508
H: -2.1322 -2.4758 3.4789
C: 3.7457 -0.6652 -1.9481
H: -0.4365 -5.5995 -2.0731
H: 5.8466 -0.3953 -2.2804
H: -3.7069 4.9746 0.6425
C: 2.5920 3.4920 -0.2080
C: 1.7761 -5.0835 0.8651
S: 0.5671 1.4950 2.7547
C: 1.9875 5.3632 1.7547
C: 3.2122 5.4072 1.0963
C: 4.9382 -0.8704 -2.6267
H: 1.1112 2.5513 -2.3530
C: 0.6194 -4.4861 1.3637